Molecular formula: C36H29BaBrCl5N4O6PS2Te
Method: DFT, the ωB97M-V functional and the def2-TZVPD basis

The geometry in XYZ format:
```
86
Properties=species:S:1:pos:R:3:forces:R:3
Ba 0.36144 -0.50583 -0.62034 -1.1 -2.3 -0.1
Te 1.23138 -3.70829 -0.60314 0.4 -0.9 -0.2
Br -3.96030 5.87914 1.27082 0.0 -0.1 0.0
Cl -1.85497 -0.83773 -3.68904 -0.6 0.0 0.2
Cl 3.43271 -0.53401 -2.89016 0.4 0.0 0.2
Cl 1.51451 -1.33739 -7.87079 0.0 0.0 -0.1
Cl -1.39191 -1.36314 -6.73134 -0.1 0.0 -0.1
Cl 3.92994 -0.87740 -5.94989 0.1 0.0 -0.1
S 0.52096 3.91600 -2.77148 -0.1 0.2 -0.1
S 2.47824 4.83839 -0.69269 -0.2 0.0 -0.3
P -0.71604 -3.42785 0.68206 -1.0 -1.4 0.6
O -0.91131 -2.19946 1.47442 0.3 0.3 -0.2
O 2.37753 0.06474 0.20591 2.7 0.8 1.2
O -2.05401 -3.58999 -0.26176 0.4 0.2 0.1
O -0.69817 1.37584 -1.03799 -1.7 2.9 -0.5
O -0.92174 -4.67084 1.74006 0.2 0.2 -0.3
O 3.94834 -1.27751 1.79925 0.0 0.1 -0.1
N -0.34967 1.54981 2.71123 0.6 -0.1 -0.1
N 3.08926 2.16687 -0.45395 0.4 0.3 0.2
N -2.14996 0.22971 1.08248 -0.1 -0.2 -0.1
N 2.02179 2.27449 -1.31210 -0.2 -0.5 -0.1
C 1.60148 6.10706 -1.66906 0.2 -0.2 0.1
C -1.57080 1.13740 3.20988 -0.5 0.0 0.2
C -0.22288 -0.92205 -4.29390 0.7 0.0 0.0
C -0.59228 -6.01799 1.46239 0.1 -0.2 0.0
C 5.42329 1.97116 0.96625 0.0 -0.1 0.1
C 1.70492 3.47022 -1.56909 0.4 0.1 0.5
C -3.08125 0.76864 5.07037 -0.2 -0.1 0.0
C -4.09253 -1.11357 0.76253 -0.1 0.0 0.1
C -2.94493 -0.44137 0.30082 0.0 0.2 0.0
C -3.16484 4.02257 -0.76593 0.0 0.0 0.1
C -3.90941 -0.01312 4.31097 0.0 0.0 0.1
C -1.90957 1.32619 4.53335 0.2 0.1 -0.2
C -0.18673 -6.71327 2.74914 -0.1 0.1 0.0
C -0.16991 2.13504 1.59626 -0.1 0.1 0.2
C -2.19152 -4.70069 -1.13705 -0.1 -0.3 -0.2
C 0.24096 5.55615 -2.03691 0.0 -0.3 -0.1
C 2.31885 -0.91798 -5.31159 0.0 0.0 0.1
C 6.60321 1.89175 1.68346 0.0 0.1 0.0
C 2.07443 -0.76459 -3.94728 -0.6 -0.1 -0.2
C -1.97563 3.81651 1.31903 0.1 0.0 0.0
C -2.40691 3.00323 -1.30280 0.1 -0.1 -0.1
C 1.24666 -1.11288 -6.17799 -0.1 0.0 0.1
C 6.87237 0.75247 2.43358 0.0 0.0 0.0
C -2.50948 -4.24887 -2.54858 0.0 0.1 0.2
C -2.45019 0.35335 2.38645 -0.2 0.0 0.2
C 4.77561 -0.22182 1.73757 0.0 0.2 -0.1
C 4.49174 0.93298 0.97801 -0.1 -0.3 0.1
C -1.37745 2.35594 -0.56934 -0.4 0.4 0.2
C -2.94067 4.42913 0.54227 0.0 0.1 0.1
C 5.96971 -0.29105 2.46168 0.0 -0.1 0.0
C -3.60373 -0.23997 2.95113 0.2 0.1 -0.1
C -4.40727 -1.02009 2.08736 0.0 0.0 -0.1
C 0.80599 -0.77046 -3.37776 0.1 -0.1 -0.9
C -1.19208 2.80995 0.77455 -0.1 -0.1 -0.3
C 3.22146 1.04090 0.18974 0.0 0.4 -0.2
C -0.04590 -1.11584 -5.66275 0.0 0.0 0.1
H 7.79447 0.67979 2.99973 0.0 0.0 0.0
H -0.96946 -6.60279 3.50211 0.0 0.0 0.0
H -2.66917 -0.45455 -0.75207 -0.1 -0.1 0.0
H -1.45919 -6.53098 1.02621 0.0 0.1 0.0
H -4.67794 -1.70558 0.07223 0.0 0.0 0.0
H -3.32313 0.95619 6.11018 0.0 0.0 0.0
H 0.23114 -6.06340 0.74220 0.0 0.0 0.0
H 3.18331 -1.06591 1.20685 0.0 0.0 0.1
H -1.81457 4.12265 2.34567 0.0 0.0 0.0
H 0.73263 -6.27956 3.14299 0.0 0.0 0.0
H 6.15888 -1.18589 3.04218 0.0 0.0 0.0
H 5.18670 2.84684 0.37860 0.0 0.0 0.0
H -3.36110 -3.56646 -2.55563 0.0 0.0 0.0
H -2.74951 -5.12079 -3.16169 0.0 0.0 0.0
H -2.99529 -5.34257 -0.75529 0.0 0.1 0.1
H -0.26711 6.16219 -2.78783 0.0 0.0 0.0
H -5.26742 -1.53654 2.50018 0.0 0.0 0.0
H -1.65419 -3.73132 -2.97999 0.0 0.0 0.0
H -1.26787 -5.28856 -1.16080 0.0 0.0 0.1
H -3.93805 4.50231 -1.35348 0.0 0.0 0.0
H 7.30951 2.71294 1.66182 0.0 0.0 0.0
H -1.25029 1.91501 5.15866 0.0 0.0 0.0
H 0.85741 2.16378 1.22365 0.0 0.1 0.1
H -0.03036 -7.77678 2.55688 0.0 0.0 0.0
H -4.80804 -0.45430 4.72785 0.0 0.0 0.0
H 1.53552 7.01116 -1.06282 0.0 0.0 0.0
H -2.58011 2.67096 -2.31997 0.0 0.0 0.0
H 2.18831 6.30364 -2.56680 -0.1 0.1 0.0
H -0.39783 5.43796 -1.15990 0.0 0.0 0.0
```
Positions in Å, forces in eV/Å.

Charge   -2
Highest occupied orbital energy   -0.1048 hartree
DFT total energy   -227656.0391 eV
Energy relative to the best compared isomer or geometry (same formula, charge and spin)   0.0 kcal per mole
Orbital gap   6.584 eV

Molecular formula: C24H46FNO13
Method: DFT, the ωB97M-V functional and the def2-TZVPD basis

The geometry in XYZ format:
```
85
Properties=species:S:1:pos:R:3:forces:R:3
F -2.79232 5.15637 2.70189 0.1 0.3 0.4
O -2.40579 4.24910 -1.10680 0.9 1.0 -1.3
O -2.82431 8.00164 0.53329 -1.0 1.1 0.3
O -2.31711 8.24113 2.71904 0.9 1.5 1.9
O 0.95400 -7.83673 -1.92947 -0.1 0.2 0.0
O -3.50212 -0.61177 1.13132 0.1 -0.3 0.0
O 0.76540 1.04307 -0.01372 0.2 -0.1 0.1
O -4.60951 7.62410 -0.83575 -1.6 1.2 -2.1
O 5.38157 2.33738 -0.56639 0.2 0.0 -0.1
O 2.59823 -0.71346 -1.50574 -0.2 0.0 0.1
O 7.70499 0.86931 0.50807 -0.2 0.2 0.1
O -4.83487 -3.03122 2.16084 0.1 0.2 0.1
O -5.26301 4.91677 -1.71348 0.8 0.6 -1.9
O 1.47233 -4.98857 -1.37178 0.0 -0.3 0.2
N -4.20135 4.59613 0.33881 -0.1 1.0 -0.3
C -4.64144 -2.55371 3.48221 0.0 -0.1 0.0
C -2.80275 2.45819 0.43578 -0.5 1.2 0.3
C -2.67647 7.57122 1.84832 -0.1 -2.8 -1.6
C -0.43873 -7.57301 -1.88738 0.0 -0.1 0.0
C 1.53967 0.82303 1.15392 -0.1 0.1 0.0
C 7.69771 1.72456 1.63844 0.1 -0.1 0.0
C 2.38388 -5.87525 -2.00966 -0.2 0.3 -0.3
C -4.41925 -1.41429 0.39759 -0.2 0.4 0.2
C -3.06305 3.82743 -0.23314 -0.2 -1.9 1.5
C 1.55822 1.44713 -1.12527 -0.4 0.0 -0.2
C 1.65527 -6.95104 -2.79236 0.3 -0.3 0.2
C 6.42861 0.29909 0.24303 0.3 -0.1 -0.3
C -5.43999 -2.06638 1.31092 0.1 -0.4 -0.2
C 1.33437 -5.25665 0.01398 -0.1 0.1 0.0
C -6.71420 4.15030 -0.03214 1.3 -0.4 1.3
C 1.84636 -1.83641 -1.06797 0.1 0.0 -0.1
C 6.26555 3.29673 -1.12183 -0.1 0.0 0.0
C -3.73806 5.90790 0.67903 -0.5 -1.1 0.3
C -2.24675 -1.24873 1.31429 0.1 0.1 0.0
C -3.86224 7.25469 -0.04550 2.6 -2.6 2.7
C -3.06063 6.08095 1.81507 -0.3 1.7 -1.3
C 1.78444 0.29715 -2.08798 0.4 0.1 0.0
C 5.73420 0.99992 -0.90827 -0.4 0.0 0.2
C -5.34317 4.61236 -0.58483 -2.0 -1.0 1.1
H 5.80135 0.31214 1.14013 0.0 0.1 0.0
H -0.64540 -6.51293 -1.72104 0.0 0.0 0.0
H 6.05672 4.25907 -0.65460 -0.1 -0.1 0.0
H -7.25710 3.52018 -0.74930 0.2 0.6 0.0
H 7.62682 1.13324 2.55745 -0.1 0.1 0.1
H -0.86581 -8.14530 -1.06422 0.1 0.0 0.0
H 7.31102 3.03783 -0.93800 0.0 0.0 0.0
H -3.99806 -3.26052 4.00559 0.0 0.0 -0.1
H 0.83175 -0.11883 -2.43050 0.0 0.0 0.1
H -3.89132 -2.16713 -0.19553 0.0 0.0 0.1
H -6.17381 -2.59683 0.69572 0.0 0.0 0.0
H 0.90722 0.32571 1.89018 0.0 0.0 -0.1
H 2.32069 0.67521 -2.96428 0.0 0.0 0.0
H 2.40621 0.18877 0.95131 0.0 0.0 0.0
H 6.35703 0.97829 -1.80789 0.1 0.0 0.1
H 2.39262 -7.55036 -3.33577 0.0 0.0 0.0
H 6.87446 2.44190 1.59818 0.0 0.0 0.0
H 2.97733 -5.27510 -2.70703 0.0 0.0 0.0
H 2.51210 1.86846 -0.79165 0.0 -0.1 0.0
H -5.97415 -1.31125 1.89606 0.1 0.0 0.0
H 1.51043 -2.42156 -1.92738 -0.1 -0.1 0.1
H 1.15534 -6.31700 0.20553 0.0 0.0 0.0
H 4.80267 0.46972 -1.13093 0.0 -0.1 0.0
H -1.68161 -0.67456 2.04879 -0.1 0.1 0.0
H 1.00508 2.23651 -1.64415 0.0 0.0 0.0
H -5.60175 -2.50011 4.00615 0.0 0.1 0.1
H 6.59819 -0.74602 -0.03428 -0.1 0.0 0.0
H 2.49526 -2.46213 -0.45564 0.1 0.0 -0.1
H -2.36183 -2.27071 1.68322 0.0 0.0 0.0
H 0.97794 -6.50384 -3.52645 0.0 0.1 0.1
H -1.68785 -1.25624 0.37269 0.1 -0.1 0.0
H 0.48138 -4.68709 0.38443 0.0 0.0 -0.1
H -3.34780 1.70001 -0.15153 0.4 0.1 0.4
H -6.49660 3.53394 0.86325 -0.4 0.4 -0.3
H 0.98425 -1.53513 -0.46642 0.0 0.0 0.0
H -4.16302 -1.57132 3.49189 0.0 0.0 0.0
H 1.87393 1.77989 1.56867 0.1 -0.1 0.0
H -4.94398 -0.74750 -0.29510 0.0 0.0 0.0
H 6.09315 3.38617 -2.19990 0.1 0.0 0.0
H 2.23161 -4.93126 0.55154 0.0 -0.1 0.1
H -3.19557 2.51855 1.46413 0.0 -0.4 -0.5
H -0.91050 -7.89734 -2.82115 -0.1 0.1 0.0
H -7.28655 5.03605 0.29278 0.1 -0.4 -0.3
H 3.06906 -6.32070 -1.28204 -0.1 -0.1 0.0
H -1.71708 2.27580 0.48977 -0.5 -0.1 -0.4
H 8.63847 2.27488 1.65093 0.0 -0.1 0.0
```
Positions in Å, forces in eV/Å.

SMILES   CC(=O)N(C(C)=O)C1=C(F)C(=O)OC1=O.COCCOC.COCCOC.COCCOC.COCCOC
Highest occupied orbital energy   -0.3389 hartree
DFT total energy   -56452.1684 eV
Orbital gap   8.841 eV

Molecular formula: C9H15F3N2
Method: DFT, the ωB97M-V functional and the def2-TZVPD basis

The geometry in XYZ format:
```
29
Properties=species:S:1:pos:R:3:forces:R:3
F 0.42593 2.21039 1.88631 0.2 0.1 0.6
F -0.47074 3.31048 0.24438 0.8 0.4 0.0
F 1.48089 2.26850 -0.00024 0.2 0.5 -0.2
N -0.11333 0.10757 -1.14845 -0.5 0.4 -0.3
N -0.47467 -0.34009 0.97443 -0.5 -0.7 -0.4
C 0.03347 0.79331 -2.38681 -1.2 3.8 0.4
C 1.84777 -1.19460 -1.80715 -1.3 -1.0 0.8
C 1.15325 -2.17119 1.45110 0.3 -0.5 1.0
C -2.18253 1.03894 -0.07982 -1.4 2.0 -1.4
C -1.14854 -0.54775 2.21055 -1.6 2.5 0.8
C 0.59639 -1.12206 0.53646 1.1 -0.9 -0.3
C -0.78264 0.59039 -0.01187 2.0 1.5 0.7
C 0.83290 -0.80099 -0.75046 1.1 -0.5 -0.1
C 0.27104 2.20714 0.56192 -2.6 -2.2 -1.1
H 2.10701 -2.66504 1.20560 -0.4 0.5 -0.8
H -2.05606 0.17757 2.34383 2.1 -0.7 -0.2
H -2.91860 0.20799 -0.17150 0.7 0.4 0.2
H -2.36925 1.65654 0.81682 -0.3 -0.3 -0.5
H -0.45121 -0.45855 3.05165 -0.4 0.1 0.0
H 0.95440 1.40561 -2.62878 -0.6 -0.2 1.4
H 1.42062 -1.71226 2.42925 -0.6 -0.3 -0.4
H 0.44974 -3.03466 1.62228 0.4 1.0 0.0
H -0.85126 1.52806 -2.43029 1.4 -1.1 -0.4
H 0.06046 0.17716 -3.22157 -0.8 -1.6 -1.4
H -2.35923 1.74634 -0.99042 0.4 -1.2 1.6
H -1.70587 -1.43784 2.29774 -0.1 -1.8 -0.2
H 2.12112 -0.34450 -2.46225 -0.3 -0.9 0.2
H 2.70991 -1.47006 -1.24997 1.0 -0.5 0.1
H 1.41904 -2.12642 -2.29277 0.8 1.3 -0.2
```
Positions in Å, forces in eV/Å.

Highest occupied orbital energy   -0.2367 hartree
DFT total energy   -20706.8397 eV
Energy relative to the best compared isomer or geometry (same formula, charge and spin)   0.0 kcal per mole
Orbital gap   7.276 eV

Molecular formula: C6H11P
Method: DFT, the ωB97M-V functional and the def2-TZVPD basis

The geometry in XYZ format:
```
18
Properties=species:S:1:pos:R:3:forces:R:3
P -1.49510 0.67589 0.78456 2.6 -1.6 0.3
C 1.30853 0.75784 0.47953 -3.3 -0.7 0.9
C 1.45566 -0.68022 0.60518 2.2 -1.9 -1.7
C 0.37584 -1.44477 -0.14414 -0.3 -0.8 -2.5
C -2.15699 1.06907 -0.84688 0.4 -2.1 -1.0
C -0.92158 -1.14263 0.53583 -2.8 0.7 -2.1
C 1.89346 1.86238 0.15935 0.4 0.4 0.3
H 1.34903 2.78161 0.26190 0.0 0.4 -0.3
H -3.12737 1.45235 -0.73201 -1.4 0.6 0.1
H -0.86646 -1.50221 1.48867 0.5 -0.9 2.9
H 2.94922 1.90297 -0.05919 0.4 0.1 -0.1
H -1.73483 -1.82374 0.13160 0.5 1.1 0.0
H -1.56382 1.79962 -1.30240 0.9 1.3 -0.8
H 0.45108 -2.58908 -0.15298 0.6 1.5 0.3
H 0.38805 -1.19955 -1.28624 -0.2 0.0 2.0
H -2.20105 0.20032 -1.55698 0.1 0.7 0.7
H 1.47812 -1.16317 1.60423 0.3 1.0 -0.2
H 2.41821 -0.95670 0.02996 -0.8 0.3 1.1
```
Positions in Å, forces in eV/Å.

Highest occupied orbital energy (alpha / beta)   -0.2757 / -0.2816 hartree
DFT total energy   -15685.0567 eV
Energy relative to the best compared isomer or geometry (same formula, charge and spin)   64.3 kcal per mole
Orbital gap (alpha / beta)   7.751 / 7.707 eV

Molecular formula: C39H32Cl3FeN5O4
Method: DFT, the ωB97M-V functional and the def2-TZVPD basis

The geometry in XYZ format:
```
84
Properties=species:S:1:pos:R:3:forces:R:3
Fe -0.15067 -0.98845 -0.90142 -0.2 -0.1 -0.4
Cl 0.66958 5.41038 -0.55200 0.6 -0.3 0.0
Cl -2.51915 2.01864 2.24221 -0.2 0.2 0.0
Cl 0.03643 4.98142 -5.13388 0.3 -0.8 0.0
O 2.89052 0.31991 -1.09767 -0.9 0.2 1.0
O 1.00517 -0.91284 -2.93451 0.4 1.8 -0.3
O -1.36493 0.15606 -2.07732 -0.3 0.5 0.1
O 0.88691 0.47226 -0.02776 1.0 0.2 0.4
N -0.58671 -2.98483 -1.45950 0.1 0.1 -1.4
N 0.15958 -2.23721 1.14948 0.7 -0.6 -0.2
N -2.17228 -1.10493 0.45225 0.0 0.2 -2.3
N 0.14862 2.91852 1.06020 0.2 0.0 -0.2
N 2.17403 -2.42218 -0.76788 -0.3 0.2 -1.1
C 2.86267 1.65255 3.13805 -0.6 0.2 0.8
C 1.58175 -2.19240 1.53693 0.0 0.6 0.3
C -0.33560 -5.29081 -1.03165 -0.2 -1.1 -1.1
C -0.22230 -3.62999 0.87553 -0.2 0.2 -0.5
C 2.48706 -2.73782 0.45661 0.1 -0.4 1.6
C 2.14476 0.76065 -0.20707 0.6 0.3 -1.4
C -0.64058 -1.56783 2.18432 0.1 -0.7 0.0
C 4.19124 -4.25183 -0.24055 0.4 -0.4 0.4
C 0.59744 2.44347 -4.11360 0.7 -0.1 -0.5
C -0.69920 -4.50584 -3.30171 0.2 -0.6 1.1
C 0.93238 2.70442 2.19674 -1.0 -0.2 -0.4
C -1.73212 6.04783 0.30380 0.7 -0.7 0.5
C -0.75492 5.02501 0.32004 -1.1 0.7 0.3
C -0.37563 -3.97474 -0.62277 0.0 0.1 1.4
C -0.94015 3.79612 0.98414 0.4 0.9 -0.3
C 2.16225 2.06943 2.03352 0.3 0.0 -0.5
C 1.15368 2.49905 4.56613 -0.7 0.5 0.7
C -4.52333 -0.91729 0.64093 0.3 -0.2 -0.5
C -2.20357 3.58952 1.56209 0.4 0.2 -0.1
C 2.73844 1.86151 0.66974 0.7 0.0 -0.3
C -2.04529 -1.30026 1.73497 -0.2 -0.2 0.3
C -3.17239 4.58299 1.58911 0.8 0.1 -0.7
C -1.94915 2.23803 -3.05880 0.4 0.5 -0.3
C 3.88507 -3.92180 -1.54023 -1.3 1.3 0.0
C 0.23090 1.29204 -3.42580 0.0 0.0 1.0
C -1.04963 1.19548 -2.79098 0.9 -1.3 -0.5
C -1.60802 3.30760 -3.86310 -0.1 -0.3 0.4
C 2.33727 1.79947 4.43531 0.7 -0.4 -0.5
C -2.92533 5.82132 0.95632 -0.7 -0.8 0.1
C -0.30742 3.40851 -4.37857 -1.2 1.6 0.1
C 1.23441 0.26160 -3.31255 -0.8 -2.0 0.0
C -3.15127 -1.29180 2.56503 -0.7 -0.4 0.8
C -4.42402 -1.12005 1.99665 0.0 0.1 1.1
C -3.37328 -0.94092 -0.12273 0.6 0.5 1.3
C -0.70592 -3.23561 -2.79274 0.0 -1.0 2.2
C 3.52770 -3.59793 0.78542 -0.1 -0.8 0.4
C 0.46010 2.98194 3.46132 0.3 0.0 0.2
C 2.87111 -2.95673 -1.76615 1.4 -1.4 2.4
C -0.51523 -5.57353 -2.39430 -0.2 1.5 0.3
H -1.15551 -3.79306 1.36592 -1.1 -0.2 0.1
H -5.35347 -1.12100 2.59727 0.8 0.0 -0.2
H 3.83691 1.25892 2.94313 0.5 -0.5 0.2
H -0.83122 -4.63949 -4.35390 0.0 -0.3 -0.4
H 2.22106 0.50197 -3.72293 0.1 0.0 0.1
H -0.80240 -2.37817 -3.36434 -0.2 1.4 -1.2
H -2.32100 4.10866 -4.05594 0.2 -0.2 0.1
H 0.68510 2.72246 5.52980 0.4 -0.3 -0.1
H -0.20377 -6.10607 -0.31583 0.0 0.3 -0.2
H 3.82214 1.66191 0.66515 -0.4 -0.1 0.5
H 1.81940 -1.13634 1.72274 0.1 -0.2 0.0
H -2.87258 2.19341 -2.54690 -1.0 0.0 0.2
H 0.42108 -4.36064 1.37528 0.4 0.1 -0.2
H 0.22469 2.15134 0.40194 -0.2 0.0 -0.2
H 1.61060 2.51711 -4.46656 0.3 0.1 -0.1
H 2.87751 1.31698 5.25576 -0.3 0.5 -0.1
H 2.59346 -2.63390 -2.69719 -0.5 0.7 -2.3
H 1.73117 -2.74546 2.48460 0.1 0.1 -0.3
H -0.10196 -0.65716 2.34164 0.1 0.9 0.4
H -0.54767 -6.56672 -2.77122 0.1 -0.7 -0.1
H 3.71726 -3.91533 1.82037 -0.1 0.4 -0.4
H -0.67053 -2.14496 3.11742 0.2 0.0 0.1
H -5.45010 -0.73986 0.14252 -0.6 0.0 -0.1
H -0.47551 3.52182 3.54545 0.1 -0.1 0.3
H -3.37278 -0.69965 -1.16034 0.1 -0.1 -0.7
H -4.09373 4.31316 2.05228 -0.6 0.3 0.2
H 2.70542 2.79321 0.09625 -0.5 0.0 -0.1
H -2.99891 -1.46598 3.64051 -0.3 0.1 -0.5
H 4.89881 -5.06681 -0.01499 -0.3 0.6 -0.1
H -3.74253 6.53844 0.88204 0.3 0.0 0.3
H 4.36698 -4.39289 -2.35472 0.4 -0.3 -0.8
H -1.45884 7.00601 -0.13677 -0.3 -0.3 -0.1
```
Positions in Å, forces in eV/Å.

<S²>   6.010
Highest occupied orbital energy (alpha / beta)   -0.2725 / -0.2736 hartree
Spin multiplicity   5
DFT total energy   -128560.1659 eV
Energy relative to the best compared isomer or geometry (same formula, charge and spin)   12.9 kcal per mole
Orbital gap (alpha / beta)   7.762 / 7.787 eV

Among the records above, which one has the lowest DFT total energy?
C36H29BaBrCl5N4O6PS2Te